Entry A
8
Properties=species:S:1:pos:R:3:mulliken_charge:R:1 method="wB97M-V/def2-TZVPD" smiles="C=C(F)Cl.I" gap_ev=10.61 multiplicity=1
C 1.548 -0.412 -0.641 -0.70
C 0.542 -0.047 -1.403 0.53
F 0.536 0.116 -2.742 -0.21
Cl -1.036 0.212 -0.714 -0.17
I -2.124 0.376 2.630 -0.07
H -3.251 0.991 3.513 0.08
H 1.324 -0.651 0.388 0.21
H 2.462 -0.584 -1.031 0.32

***

Entry B
8
Properties=species:S:1:pos:R:3:mulliken_charge:R:1 method="wB97M-V/def2-TZVPD" gap_ev="7.94 / 5.87" multiplicity=1
C 0.047 0.186 -0.245 -0.91
C 0.689 0.925 -1.298 0.28
F 1.077 2.131 -0.900 -0.15
Cl 1.374 0.311 -2.643 -0.04
I -2.105 1.949 -2.452 -0.25
H 0.623 -0.330 0.532 0.35
H -0.418 0.850 0.383 0.38
H -0.687 -0.452 -0.638 0.34

***

Stability summary - winner: entry A; margin: 22.6 kcal/mol.

***

Entry A
8
Properties=species:S:1:pos:R:3:mulliken_charge:R:1 method="wB97M-V/def2-TZVPD" smiles=F[C@@H](Cl)CI gap_ev=9.91 multiplicity=1
C -0.377 0.187 0.298 -0.99
C 0.373 -1.006 -0.225 0.29
F 0.030 -2.092 0.395 -0.22
Cl -0.008 -1.326 -1.936 -0.19
I 0.513 0.963 2.160 0.05
H -0.345 0.910 -0.456 0.43
H -1.453 -0.046 0.704 0.35
H 1.541 -1.065 -0.183 0.28

***

Entry B
8
Properties=species:S:1:pos:R:3:mulliken_charge:R:1 method="wB97M-V/def2-TZVPD" gap_ev=9.29 multiplicity=1
C 0.702 -0.410 -0.226 -1.33
C -0.483 0.409 -0.109 0.56
F -0.470 0.727 1.924 -0.55
Cl -0.643 1.906 -0.731 -0.04
I -2.171 -0.884 -0.156 0.18
H 0.593 -1.218 0.437 0.42
H 0.819 -0.629 -1.191 0.44
H 1.652 0.098 0.053 0.32

***

Stability summary - winner: entry A; margin: 48.7 kcal/mol.

***

Entry A
10
Properties=species:S:1:pos:R:3:mulliken_charge:R:1 method="wB97M-V/def2-TZVPD" gap_ev=7.37 multiplicity=1
C 1.523 1.433 -0.937 -0.65
C 0.428 1.140 -1.529 0.71
C 0.913 0.509 0.065 -0.08
C -0.698 -0.053 -0.523 -0.55
N -0.799 0.761 -1.840 -0.64
I -2.386 2.300 -1.809 0.10
H 1.367 -0.401 0.200 0.32
H 0.536 1.145 1.004 0.21
H -0.808 -1.089 -0.683 0.31
H -1.404 0.333 0.190 0.27

***

Entry B
10
Properties=species:S:1:pos:R:3:mulliken_charge:R:1 method="wB97M-V/def2-TZVPD" gap_ev="8.57 / 5.63" multiplicity=1
C 1.309 -0.044 -0.336 0.06
C 2.007 -0.083 0.833 -0.31
C 0.149 -0.360 -1.082 -0.02
C -0.590 -0.460 0.187 -0.52
N 0.577 0.034 0.938 -0.02
I -0.724 2.627 1.873 -0.13
H -0.332 0.512 -1.509 0.21
H 0.165 -1.072 -1.977 0.31
H -1.539 0.180 0.425 0.18
H -1.022 -1.334 0.648 0.25

***

Stability summary - winner: entry A; margin: 26.8 kcal/mol.

***

Entry A
10
Properties=species:S:1:pos:R:3:mulliken_charge:R:1 method="wB97M-V/def2-TZVPD" smiles="NN(C=O)[N+](=O)[O-]" gap_ev=9.88 multiplicity=1
C -1.321 0.578 -0.482 0.17
N 0.192 -1.378 0.368 -0.55
N -0.030 -0.014 0.300 0.03
N 1.097 0.700 0.467 1.14
O 0.986 1.904 0.421 -0.67
O -1.865 -0.215 -1.143 -0.37
O 2.178 0.195 0.615 -0.59
H -1.307 1.746 -0.365 0.33
H -0.645 -1.847 0.411 0.25
H 0.716 -1.669 -0.592 0.27

***

Entry B
10
Properties=species:S:1:pos:R:3:mulliken_charge:R:1 method="wB97M-V/def2-TZVPD" smiles="[O-][N+]1=NN1.O=CO" gap_ev=10.42 multiplicity=1
C 0.335 1.450 0.899 0.23
N 0.399 -1.098 -1.884 -0.32
N 0.396 -2.216 -0.810 -0.29
N -0.609 -1.508 -1.055 0.94
O -0.490 1.416 1.972 -0.41
O -1.741 -1.291 -0.722 -0.62
O 0.891 0.551 0.345 -0.49
H 0.479 2.545 0.643 0.30
H 0.805 -0.283 -1.621 0.31
H -0.466 0.434 2.233 0.35

***

Stability summary - winner: entry A; margin: 8.8 kcal/mol.

***

Entry A
13
Properties=species:S:1:pos:R:3:mulliken_charge:R:1 method="wB97M-V/def2-TZVPD" gap_ev=8.27 multiplicity=1
C 0.219 1.298 -0.286 0.42
C -0.859 0.365 -0.877 -0.60
C 0.089 -1.573 0.965 -0.38
C 0.830 -0.466 1.371 -0.13
H -0.677 3.116 -0.924 0.24
H -1.041 0.551 -2.126 0.31
H -1.851 0.545 -0.318 0.30
H 0.372 -2.473 1.488 0.34
H 1.614 -0.746 2.185 0.22
H 1.405 1.555 1.492 0.35
N 0.266 2.746 -0.430 -0.68
N 1.038 0.729 0.729 -0.27
S -0.664 -1.538 -0.683 -0.12

***

Entry B
13
Properties=species:S:1:pos:R:3:mulliken_charge:R:1 method="wB97M-V/def2-TZVPD" gap_ev=7.70 multiplicity=1
C 2.325 -0.321 -0.020 -0.07
C 1.471 0.888 0.006 -0.07
C -1.672 -0.327 0.742 -0.43
C -1.744 -0.246 -0.727 -0.45
H 1.758 -1.286 -0.087 0.34
H 1.921 1.861 0.087 0.39
H -1.848 0.627 1.301 0.29
H -1.936 -1.229 1.207 0.27
H -1.998 0.740 -1.144 0.28
H -1.979 -1.081 -1.313 0.26
N 0.192 0.928 0.001 -0.55
N -0.424 -0.323 -0.041 -0.04
S 3.934 -0.230 -0.009 -0.22

***

Stability summary - winner: entry B; margin: 4.1 kcal/mol.

***

Entry A
13
Properties=species:S:1:pos:R:3:mulliken_charge:R:1 method="wB97M-V/def2-TZVPD" gap_ev="8.07 / 7.59" multiplicity=1
C -0.121 0.671 3.191 0.01
C 2.085 1.350 3.262 -0.09
C 0.103 0.232 -0.622 -0.85
C -0.999 -0.412 0.088 -0.06
N -0.149 -0.144 2.274 0.49
N -0.583 -0.882 1.391 -0.83
S 2.437 1.164 1.689 -0.01
H 0.791 -0.545 -0.811 0.35
H -0.141 0.689 -1.586 0.34
H 0.655 0.997 0.068 -0.02
H -1.368 -1.320 -0.496 0.22
H -1.848 0.312 0.377 0.30
H 3.630 1.613 1.434 0.17

***

Entry B
13
Properties=species:S:1:pos:R:3:mulliken_charge:R:1 method="wB97M-V/def2-TZVPD" gap_ev=7.77 multiplicity=1
C 0.647 0.826 -2.020 0.05
C 1.491 0.522 -0.846 -0.07
C -0.960 -1.175 0.846 -0.52
C -0.961 0.036 1.721 -0.38
H -0.342 0.130 -2.327 0.25
H 2.562 0.645 -0.974 0.41
H -0.323 -1.846 1.484 0.34
H -1.993 -1.392 0.305 0.25
H -0.319 -0.149 2.586 0.29
H -1.852 0.614 1.812 0.24
N 1.061 0.070 0.234 -0.62
N -0.308 0.107 0.400 -0.01
S 1.297 1.611 -3.221 -0.23

***

Stability summary - winner: entry B; margin: 94.1 kcal/mol.

***

Entry A
13
Properties=species:S:1:pos:R:3:mulliken_charge:R:1 method="wB97M-V/def2-TZVPD" smiles=Nc1cccn1S gap_ev=8.31 multiplicity=1
C 0.553 0.793 -0.065 0.46
C 1.831 0.375 0.123 -0.51
C 1.861 -1.077 0.050 -0.44
C 0.576 -1.484 -0.113 -0.49
H 0.794 2.742 -0.032 0.25
H -0.705 2.254 -0.666 0.24
H 2.757 0.960 0.125 0.30
H 2.730 -1.701 0.177 0.39
H 0.179 -2.475 -0.281 0.37
H -2.018 0.074 1.284 0.16
N 0.056 2.065 0.008 -0.51
N -0.259 -0.331 -0.099 -0.05
S -1.952 -0.352 0.004 -0.18

***

Entry B
13
Properties=species:S:1:pos:R:3:mulliken_charge:R:1 method="wB97M-V/def2-TZVPD" smiles="S=CN1CCC=N1" gap_ev=8.57 multiplicity=1
C 1.921 -0.891 0.077 -0.16
C 0.159 0.931 -0.105 -0.48
C -1.302 0.646 0.062 -0.35
C -1.383 -0.836 0.005 -0.29
H 2.075 -1.990 0.140 0.29
H 0.234 1.524 -1.227 0.22
H 0.530 1.668 0.683 0.26
H -1.733 0.872 1.137 0.21
H -1.978 1.319 -0.596 0.33
H -2.277 -1.297 0.117 0.50
N 0.727 -0.487 -0.107 0.32
N -0.390 -1.452 -0.170 -0.53
S 3.416 -0.007 -0.017 -0.33

***

Stability summary - winner: entry A; margin: 47.0 kcal/mol.

***

Entry A
13
Properties=species:S:1:pos:R:3:mulliken_charge:R:1 method="wB97M-V/def2-TZVPD" gap_ev=9.29 multiplicity=1
C 0.177 1.443 3.027 -0.67
C 0.592 1.010 1.842 0.06
C 0.668 -0.094 -0.606 -0.10
C -1.175 -1.650 -2.893 -0.28
H -0.863 1.311 3.368 0.23
H 0.881 1.928 3.702 0.24
H 1.615 1.150 1.531 0.18
H 1.688 0.251 -0.418 0.30
H -2.192 -2.022 -3.075 0.25
H -0.419 -1.784 -3.669 0.31
N 0.427 -0.675 -1.706 -0.34
N -0.923 -1.066 -1.793 -0.24
S -0.476 0.197 0.690 0.06

***

Entry B
13
Properties=species:S:1:pos:R:3:mulliken_charge:R:1 method="wB97M-V/def2-TZVPD" gap_ev=8.32 multiplicity=1
C 0.594 0.325 -0.234 0.52
C -0.809 1.077 0.075 -0.28
C -1.253 -1.140 -0.114 -0.36
C 0.144 -1.144 -0.186 -0.32
H 4.058 0.455 0.011 0.16
H -0.752 2.280 -0.250 0.25
H -0.868 1.361 1.276 0.18
H -2.791 0.137 -0.117 0.30
H -2.137 -1.957 0.129 0.23
H 0.932 -2.000 0.170 0.20
N 1.727 0.831 -0.382 -0.48
N -1.698 0.112 -0.324 -0.19
S 2.855 -0.338 -0.055 -0.21

***

Entry C
13
Properties=species:S:1:pos:R:3:mulliken_charge:R:1 method="wB97M-V/def2-TZVPD" gap_ev="7.86 / 7.69" multiplicity=1
C -0.903 -0.808 -1.913 -0.69
C -1.014 0.245 -1.192 -0.22
C 0.609 -1.782 -0.275 0.10
C -0.192 0.438 0.047 -0.27
N 0.550 -0.708 0.449 0.36
N 1.105 -0.589 1.707 -0.74
S 1.164 -3.276 -0.411 -0.29
H -1.479 -1.114 -2.792 0.29
H -1.446 1.202 -1.453 0.33
H 0.362 1.239 -0.269 0.33
H -0.853 0.551 0.912 0.31
H 2.131 -0.746 1.638 0.26
H 0.610 -1.209 2.285 0.24

***

Stability summary - winner: entry A; margin: 37.7 kcal/mol.